Density functional theory data (wB97M-V/def2-TZVPD) for a molecular structure, C35H29Br2CaGeIP at a distorted geometry.

Structure (XYZ):
```
70
Properties=species:S:1:pos:R:3:mulliken_charge:R:1
Ca -0.99 -0.20 -0.23 0.59
I -1.08 -0.60 2.82 0.34
C 0.81 -0.94 3.78 0.14
C 0.60 -0.81 5.12 -0.83
C 1.65 -1.05 6.03 -0.93
C 2.86 -1.42 5.54 -0.85
C 3.09 -1.54 4.15 0.97
C 4.39 -1.93 3.74 -0.77
C 4.70 -2.08 2.43 -1.40
C 3.71 -1.83 1.47 -0.66
C 2.43 -1.43 1.80 1.67
P 1.47 -1.11 0.28 -0.62
C 1.47 -2.71 -0.58 1.50
C 2.35 -3.17 -1.56 -0.22
C 2.24 -4.46 -2.05 -0.85
C 1.25 -5.31 -1.57 -0.56
C 0.36 -4.86 -0.61 -0.79
C 0.47 -3.57 -0.12 -0.59
C 2.32 0.25 -0.56 1.20
C 3.37 0.21 -1.48 -0.36
C 3.88 1.40 -2.00 -0.86
C 3.36 2.63 -1.62 -0.64
C 2.33 2.68 -0.69 -1.08
C 1.81 1.50 -0.18 -0.38
C 2.06 -1.29 3.18 0.71
H -0.37 -0.54 5.51 0.41
H 1.47 -0.95 7.09 0.42
H 3.68 -1.63 6.21 0.42
H 5.13 -2.11 4.51 0.44
H 5.69 -2.38 2.12 0.47
H 3.98 -1.95 0.43 0.24
H 3.13 -2.53 -1.96 0.15
H 2.93 -4.81 -2.80 0.47
H 1.18 -6.32 -1.94 0.45
H -0.41 -5.52 -0.22 0.48
H -0.22 -3.24 0.66 0.32
H 3.81 -0.72 -1.79 0.22
H 4.69 1.35 -2.72 0.46
H 3.77 3.54 -2.03 0.45
H 1.95 3.64 -0.36 0.55
H 1.03 1.56 0.59 0.88
Br -0.59 -0.98 -3.28 -0.02
C -1.95 -2.34 -3.11 -0.47
Br -2.98 -2.11 -1.49 -0.08
H -1.47 -3.31 -3.07 0.41
H -2.63 -2.25 -3.95 0.45
Ge -1.97 2.58 -1.22 0.09
C -2.59 2.51 0.56 1.13
C -2.07 3.52 1.39 -0.64
C -2.72 3.80 2.58 -0.81
C -3.83 3.05 2.95 -0.46
C -4.32 2.02 2.14 -0.79
C -3.69 1.73 0.95 0.10
C -2.98 2.37 -2.77 1.05
C -4.16 1.60 -2.84 -0.17
C -5.00 1.77 -3.92 -0.80
C -4.66 2.68 -4.93 -0.42
C -3.48 3.42 -4.87 -0.74
C -2.62 3.26 -3.81 -0.32
H -0.87 3.63 -1.40 -0.03
H -1.20 4.10 1.10 0.39
H -2.36 4.60 3.21 0.46
H -4.32 3.26 3.89 0.47
H -5.19 1.46 2.45 0.48
H -4.09 0.95 0.31 0.22
H -4.42 0.91 -2.06 0.19
H -5.92 1.22 -3.98 0.46
H -5.32 2.80 -5.78 0.44
H -3.24 4.13 -5.66 0.43
H -1.70 3.82 -3.77 0.39
```

Kohn-Sham gap   4.2181 eV
HOMO energy   -15.29 eV
Energy above the lowest of the compared OMol25 structures with the same formula, charge and spin   14.3 kJ/mol
Lowest unoccupied orbital energy   -0.4070 Ha
Total energy   -9891.7830 Ha
Charge   +3

Density functional theory data (wB97M-V/def2-TZVPD) for 7 unconnected molecules or ions with the total composition C13H21F3N4O17 at a distorted geometry.

Structure (XYZ):
```
58
Properties=species:S:1:pos:R:3:mulliken_charge:R:1
C 0.09 1.02 4.32 -0.30
C -0.62 1.99 3.37 0.88
O -0.05 3.19 3.61 -0.38
C 0.70 3.14 4.78 0.54
O 1.45 4.03 5.21 -0.56
O 0.61 1.89 5.32 -0.35
F -1.93 2.06 3.52 -0.33
H 0.90 0.48 3.82 0.16
H -0.59 0.21 4.58 0.42
H -0.39 1.82 2.32 -0.16
C 3.37 3.25 -0.17 -0.59
C 1.88 3.26 -0.53 0.27
O 1.41 2.43 0.48 -0.10
C 2.38 1.63 1.01 0.52
O 2.18 0.60 1.62 -0.56
O 3.56 2.11 0.64 -0.36
F 1.84 2.56 -1.59 -0.26
H 3.60 4.22 0.27 0.33
H 4.05 3.18 -1.02 0.31
H 1.36 4.21 -0.64 0.41
C -2.10 -4.44 -0.87 -0.12
C -3.48 -4.78 -1.18 0.17
O -4.11 -4.27 -0.09 -0.33
C -3.39 -4.47 0.94 0.80
O -3.71 -4.54 2.08 -0.58
O -2.19 -4.60 0.53 -0.35
F -3.65 -6.11 -1.26 -0.30
H -1.91 -3.47 -1.33 0.06
H -1.33 -5.14 -1.21 0.32
H -3.88 -4.35 -2.09 0.34
C -2.30 3.46 0.95 -0.51
N -1.67 4.02 -0.31 0.91
O -1.49 5.25 -0.32 -0.58
O -1.30 3.27 -1.15 -0.45
H -1.65 3.67 1.80 0.08
H -2.62 2.44 0.75 0.22
H -3.21 4.04 1.13 0.40
C 3.84 -2.95 -1.67 -0.80
N 3.48 -1.51 -2.00 0.82
O 2.32 -1.32 -2.35 -0.41
O 4.42 -0.76 -2.11 -0.50
H 3.84 -3.03 -0.58 0.31
H 4.83 -3.18 -2.08 0.31
H 3.06 -3.60 -2.05 0.30
C -0.77 0.15 -3.80 -0.75
N -1.04 -1.28 -4.19 0.97
O -0.17 -1.93 -4.74 -0.54
O -2.19 -1.59 -4.08 -0.56
H -1.25 0.29 -2.84 0.27
H -1.22 0.72 -4.62 0.38
H 0.29 0.40 -3.78 0.23
C 0.20 -1.50 -0.03 -0.83
N -0.72 -0.53 0.66 1.26
O -1.09 0.44 0.03 -0.53
O -1.07 -0.87 1.76 -0.62
H 0.13 -2.56 0.20 0.33
H 1.22 -1.16 0.10 0.23
H 0.08 -1.45 -1.11 0.17
```

Kohn-Sham gap   10.7396 eV
HOMO energy   -11.22 eV
Energy above the lowest of the compared OMol25 structures with the same formula, charge and spin   138.7 kJ/mol
Structure (SMILES)   O=C1OC[C@@H](F)O1.O=C1OC[C@@H](F)O1.O=C1OC[C@@H](F)O1.C[N+](=O)[O-].C[N+](=O)[O-].C[N+](=O)[O-].C[N+](=O)[O-]
Lowest unoccupied orbital energy   -0.0175 Ha
Total energy   -2305.2552 Ha
Charge   0

Density functional theory data (wB97M-V/def2-TZVPD) for a molecular structure, C8H14N2PW at a distorted geometry.

Structure (XYZ):
```
26
Properties=species:S:1:pos:R:3:mulliken_charge:R:1
C 1.09 0.89 -1.11 -0.37
C 1.11 2.26 -0.79 -0.43
C 0.15 3.00 -0.07 -0.35
C -1.02 2.51 0.53 -0.28
C -1.45 1.18 0.65 -0.50
W 0.16 0.01 0.44 0.70
P 1.68 -1.78 -0.54 -0.21
H 1.82 0.57 -1.85 0.45
H 1.91 2.90 -1.17 0.31
H 0.27 4.10 -0.04 0.30
H -2.44 1.02 1.06 0.40
H -1.64 3.32 0.96 0.26
H 2.30 -2.63 0.46 0.13
H 2.86 -1.30 -1.20 0.13
H 1.24 -2.76 -1.51 0.15
C -3.29 -4.13 0.47 -0.79
N -2.06 -3.65 1.15 -0.01
C -1.33 -4.58 2.08 -0.78
C -1.61 -2.47 0.90 0.55
N -0.89 -1.57 0.54 -0.53
H -3.57 -5.12 0.86 0.27
H -3.13 -4.17 -0.61 0.34
H -4.10 -3.41 0.60 0.32
H -0.34 -4.82 1.69 0.32
H -1.16 -4.10 3.05 0.32
H -1.92 -5.49 2.21 0.30
```

Kohn-Sham gap (alpha / beta)   5.7911 / 6.9283 eV
HOMO energy (alpha / beta)   -10.31 / -11.14 eV
Lowest unoccupied orbital energy (alpha / beta)   -0.1661 / -0.1548 Ha
Total energy   -830.7093 Ha
Charge   +1
Multiplicity   3

Density functional theory data (wB97M-V/def2-TZVPD) for a molecular structure, C46H63CrF3N3P3SSi.

Structure (XYZ):
```
121
Properties=species:S:1:pos:R:3:mulliken_charge:R:1
Cr -0.32 -0.88 -0.76 -0.89
C -5.18 -0.70 2.60 -1.55
C -4.33 -0.16 1.45 0.95
C -5.14 -0.06 0.16 -1.09
P -2.65 -0.95 1.15 1.80
C -2.85 -2.81 1.31 2.39
C -4.06 -3.29 0.50 -1.62
C -2.80 -3.49 2.67 -1.91
C -1.79 -0.28 2.65 0.33
C -2.14 -0.65 3.94 -0.64
C -1.54 -0.07 5.05 -1.46
C -0.57 0.90 4.87 -0.97
C -0.22 1.29 3.58 -0.69
C -0.80 0.72 2.44 0.63
Si -0.26 1.22 0.65 0.29
C 1.03 2.64 1.00 0.18
C 0.56 3.91 1.37 0.11
C 1.40 4.98 1.64 -1.14
C 2.77 4.81 1.54 -0.85
C 3.27 3.57 1.17 -0.63
C 2.43 2.49 0.91 -0.06
P 3.11 0.84 0.47 0.91
C 3.97 0.30 2.04 0.84
C 2.99 0.39 3.21 -1.56
C 5.28 0.99 2.41 -1.75
C 4.56 1.22 -0.62 0.43
C 5.27 -0.09 -0.95 -1.47
C 4.11 1.92 -1.89 -1.43
C -1.84 2.16 0.03 0.75
C -2.64 2.97 0.85 0.10
C -3.75 3.65 0.37 -1.04
C -4.09 3.55 -0.97 -1.04
C -3.34 2.73 -1.80 -0.24
C -2.24 2.02 -1.31 -0.52
P -1.31 0.86 -2.38 0.85
C -2.48 0.42 -3.74 0.32
C -3.73 -0.31 -3.24 -1.55
C -1.75 -0.41 -4.79 -1.57
C -0.14 2.01 -3.28 0.65
C 0.71 2.79 -2.27 -0.92
C -0.80 2.96 -4.26 -1.72
H -6.17 -0.26 2.54 0.51
H -4.76 -0.43 3.57 0.35
H -5.30 -1.78 2.57 0.12
H -4.02 0.85 1.71 0.10
H -5.52 -1.02 -0.18 0.27
H -4.54 0.38 -0.64 -0.18
H -6.01 0.59 0.32 0.54
H -1.97 -3.15 0.77 -0.75
H -5.00 -3.13 1.03 0.33
H -3.96 -4.36 0.32 0.49
H -4.12 -2.81 -0.47 0.16
H -3.69 -3.30 3.28 0.24
H -1.92 -3.20 3.24 0.35
H -2.74 -4.57 2.52 0.49
H -2.90 -1.40 4.11 0.63
H -1.83 -0.38 6.05 0.42
H -0.09 1.36 5.72 0.40
H 0.53 2.06 3.46 0.61
H -0.51 4.08 1.43 0.46
H 0.98 5.94 1.91 0.42
H 3.44 5.64 1.74 0.42
H 4.34 3.45 1.09 0.36
H 4.17 -0.77 1.86 0.51
H 2.82 1.43 3.47 0.22
H 3.41 -0.11 4.09 0.60
H 2.03 -0.06 2.98 0.11
H 5.12 2.05 2.59 0.24
H 6.05 0.88 1.64 0.34
H 5.67 0.56 3.33 0.50
H 5.27 1.87 -0.09 0.87
H 4.57 -0.80 -1.41 0.11
H 5.69 -0.57 -0.07 0.32
H 6.09 0.08 -1.66 0.52
H 3.43 1.28 -2.46 0.02
H 4.97 2.14 -2.53 0.55
H 3.59 2.86 -1.69 0.26
H -2.41 3.03 1.91 0.48
H -4.34 4.26 1.04 0.41
H -4.94 4.09 -1.36 0.43
H -3.64 2.63 -2.83 0.42
H -2.79 1.36 -4.20 0.67
H -3.47 -1.13 -2.56 0.16
H -4.26 -0.74 -4.09 0.53
H -4.41 0.36 -2.72 0.21
H -1.43 -1.37 -4.39 0.12
H -0.87 0.10 -5.19 0.34
H -2.42 -0.60 -5.64 0.52
H 0.53 1.35 -3.84 0.42
H 0.09 3.43 -1.65 0.13
H 1.42 3.42 -2.80 0.76
H 1.27 2.13 -1.60 -0.66
H -1.56 3.58 -3.78 0.28
H -1.25 2.45 -5.11 0.34
H -0.04 3.64 -4.66 0.53
C 1.65 -4.25 3.07 -0.80
N 2.17 -4.11 1.72 0.34
C 3.17 -4.87 1.15 -1.05
C 3.34 -4.43 -0.10 -0.41
N 2.44 -3.38 -0.30 1.02
C 1.71 -3.18 0.84 -0.30
S 0.54 -2.06 1.28 -0.11
C 2.37 -2.68 -1.55 -0.25
C 2.82 -3.33 -2.70 -1.11
C 2.88 -2.59 -3.87 -1.31
C 2.51 -1.25 -3.85 -1.42
C 2.03 -0.73 -2.66 -0.10
N 1.92 -1.44 -1.54 1.21
H 2.26 -4.99 3.59 0.35
H 0.61 -4.59 3.03 0.26
H 1.69 -3.30 3.58 0.31
H 3.68 -5.65 1.69 0.46
H 4.05 -4.72 -0.85 0.54
H 3.08 -4.37 -2.69 0.66
H 3.21 -3.06 -4.79 0.43
H 2.58 -0.63 -4.73 0.59
H 1.74 0.30 -2.58 -0.25
F -2.18 -2.93 -2.04 -0.25
C -0.85 -2.67 -1.82 0.66
F -0.30 -2.80 -3.10 -0.35
F -0.41 -3.86 -1.22 -0.28
```

Kohn-Sham gap (alpha / beta)   6.8751 / 6.8858 eV
HOMO energy (alpha / beta)   -6.47 / -6.52 eV
Lowest unoccupied orbital energy (alpha / beta)   0.0148 / 0.0133 Ha
Total energy   -5010.7811 Ha
Charge   0
Multiplicity   5

Density functional theory data (wB97M-V/def2-TZVPD) for 10 unconnected molecules or ions with the total composition C5H28O11 at a distorted geometry.

Structure (XYZ):
```
44
Properties=species:S:1:pos:R:3:mulliken_charge:R:1
C -1.88 0.56 -0.71 -0.14
O -2.83 1.58 -0.55 -0.56
C -1.49 0.08 0.74 -1.27
C -0.13 -0.70 0.56 1.14
C -0.34 -2.09 1.06 -0.41
C 0.65 -2.59 2.21 -0.62
O 2.06 -2.13 1.99 -0.55
H -2.30 -0.20 -1.45 0.29
H -0.97 1.01 -1.14 0.38
H -1.42 0.90 1.47 0.40
H -2.29 -0.64 1.18 0.57
H 0.76 -0.20 1.01 0.04
H 0.08 -0.73 -0.51 -0.59
H -0.03 -2.74 0.13 0.17
H -1.46 -2.20 1.10 0.41
H 0.68 -3.66 2.21 0.39
H 0.48 -1.99 3.16 0.25
H 0.22 2.15 -0.24 0.09
H 1.33 1.33 -1.28 0.40
O 1.11 1.92 -0.47 -0.78
H 0.90 3.52 0.91 0.38
H -0.51 4.09 0.59 0.43
O 0.37 4.45 0.81 -0.69
H -2.90 3.36 1.36 0.32
H -2.29 2.90 0.08 0.45
O -2.17 3.56 0.82 -0.73
H 2.98 -1.82 -0.17 0.41
H 2.37 1.21 0.63 0.43
O 3.44 -1.91 -1.00 -0.89
H 2.98 -0.95 -1.39 0.43
H 2.50 0.97 -2.43 0.17
O 2.05 0.24 -1.97 -1.13
H 2.68 0.22 -0.56 0.42
H 1.91 -1.18 1.61 0.37
O 3.06 0.38 0.44 -0.85
H -0.80 -1.76 -3.55 0.31
H -0.71 -2.46 -2.21 0.35
O -1.28 -2.37 -2.96 -0.70
H -3.51 0.88 2.25 0.29
H -3.57 1.20 0.68 0.35
O -4.00 1.29 1.60 -0.72
H 1.19 -1.09 -2.27 0.36
H 1.90 -2.27 -1.58 0.46
O 1.17 -2.12 -2.16 -0.81
```

Kohn-Sham gap (alpha / beta)   9.7134 / 6.1023 eV
HOMO energy (alpha / beta)   -7.05 / -7.05 eV
Energy above the lowest of the compared OMol25 structures with the same formula, charge and spin   72.9 kJ/mol
Lowest unoccupied orbital energy (alpha / beta)   0.0977 / -0.0350 Ha
Total energy   -1034.7957 Ha
Charge   -1
Multiplicity   2

Look up the charge of the fourth one.
0

Which value of charge does entry 1 give?
+3